Formula: H14O7Xe
Source: the Open Molecules 2025 dataset
Level of theory: ωB97M-V/def2-TZVPD

Structure (XYZ):
```
22
Properties=species:S:1:pos:R:3:forces:R:3
Xe 11.125700 -11.877960 15.701060 -0.06 -0.15 -0.05
O 13.535510 -9.197210 15.733650 -0.47 0.72 0.37
H 12.739790 -9.327040 15.217700 -0.20 0.06 -0.26
H 13.993300 -10.036370 15.684040 0.53 -0.60 -0.06
O 8.245910 -10.227880 14.159380 0.15 -0.03 -0.31
H 8.231540 -9.670850 14.937670 0.04 0.26 0.47
H 7.605980 -10.915270 14.344380 -0.15 -0.19 -0.02
O 12.612310 -12.319240 12.143000 -0.04 -0.12 -0.15
H 13.010770 -12.776840 12.883310 0.02 -0.18 0.14
H 12.802950 -11.394710 12.301570 0.00 0.29 -0.03
O 9.133420 -15.408280 14.358260 -0.11 0.13 -0.12
H 9.243400 -15.271180 15.299190 -0.01 0.07 0.25
H 9.699600 -16.153230 14.156490 0.12 -0.19 -0.12
O 15.075970 -11.500590 15.705130 0.05 0.13 -0.10
H 14.757550 -12.250170 15.202160 -0.06 -0.23 -0.19
H 15.137660 -11.823550 16.604090 0.08 -0.07 0.33
O 9.383600 -8.434780 16.588410 -0.78 0.10 -0.51
H 10.021450 -8.779610 17.213290 0.43 -0.20 0.47
H 9.879990 -8.318450 15.778290 0.14 0.16 -0.18
O 11.585400 -9.246290 18.029500 -0.22 -0.06 0.39
H 12.319180 -9.238830 17.414900 0.61 0.15 -0.59
H 11.939260 -9.652290 18.820820 -0.09 -0.05 0.26
```
Forces are in eV/Å.

Values from the calculation:
E ... -864.41850 Ha
Maximum force ... 0.94 eV/A
Gap between HOMO and LUMO ... 10.796 eV
LUMO ... -0.234 eV
Relative energy (zero: lowest compared OMol25 entry of this formula, charge and spin) ... 0.551 eV
Charge ... 0
HOMO energy ... -11.03 eV

***

Formula: H15LiO8
Source: the Open Molecules 2025 dataset
Level of theory: ωB97M-V/def2-TZVPD

Structure (XYZ):
```
24
Properties=species:S:1:pos:R:3:forces:R:3
Li -0.677833 0.245375 -0.239125 0.21 -0.51 0.00
O 1.003167 -0.847625 -0.282125 -1.03 1.07 0.54
H 1.676167 -0.235625 -0.575125 0.55 0.07 0.28
O 1.715167 -0.216625 2.493875 -10.17 6.24 -5.65
H 2.315167 -0.468625 2.980875 9.52 -4.94 6.62
H 1.394167 -0.524625 1.662875 0.64 -1.30 -1.26
O -2.289833 -0.074625 -1.572125 3.59 0.05 -3.61
H -2.973833 -0.656625 -1.403125 -2.51 -1.73 1.14
H -1.913833 -0.544625 -2.435125 -0.72 1.69 2.58
O 0.096167 -3.320625 0.428875 -2.40 1.10 0.76
H 0.792167 -3.888625 0.222875 1.89 -1.06 -0.48
H 0.418167 -2.404625 0.452875 0.55 -0.16 -0.44
O -0.699833 3.313375 1.390875 -0.02 -0.01 -0.99
H -0.721833 3.103375 0.414875 0.54 0.55 1.56
H 0.126167 3.797375 1.572875 -0.49 -0.46 -0.32
O 0.186167 2.064375 -0.926125 0.92 2.06 -3.59
H 1.193167 1.914375 -1.041125 -2.48 0.44 0.20
H -0.114833 2.697375 -1.760125 1.36 -2.63 3.09
O -1.672833 0.737375 1.495875 -0.53 -3.21 1.38
H -1.741833 -0.045625 2.254875 0.97 3.86 -2.75
H -1.121833 1.539375 1.641875 -0.18 -0.58 1.34
O 1.150167 -2.047625 -2.575125 5.42 7.35 -4.62
H 1.161167 -1.419625 -1.854125 -0.31 0.01 1.24
H 0.701167 -2.716625 -2.350125 -5.34 -7.90 2.99
```
Forces are in eV/Å.

Values from the calculation:
E ... -618.41606 Ha
Maximum force ... 13.20 eV/A
Gap between HOMO and LUMO ... 8.810 eV
LUMO ... -0.544 eV
Relative energy (zero: lowest compared OMol25 entry of this formula, charge and spin) ... 2.004 eV
Charge ... 0
HOMO energy ... -9.35 eV

***

Formula: H15N5
Source: the Open Molecules 2025 dataset
Level of theory: ωB97M-V/def2-TZVPD

Structure (XYZ):
```
20
Properties=species:S:1:pos:R:3:forces:R:3
N -1.792680 -1.319756 -1.654595 -1.28 1.85 -0.75
H -1.526952 -0.618433 -2.342776 0.14 -0.75 -0.92
H -1.092703 -2.002175 -1.580781 1.23 -0.89 0.10
H -1.712609 -0.669340 -0.901283 -0.04 -0.17 1.62
N 1.473515 0.202737 -3.231335 -0.81 -1.38 -1.33
H 1.318614 -0.656053 -2.687642 0.27 0.65 -0.41
H 2.141228 0.787949 -2.800207 0.79 0.53 0.53
H 1.790478 -0.041927 -4.191971 -0.29 0.20 1.23
N -3.063036 0.947556 4.065969 -1.12 1.90 1.37
H -2.624891 0.097988 3.976921 0.92 -2.65 0.32
H -3.067546 1.300985 3.156211 -0.24 1.09 -1.59
H -4.033419 0.862255 4.357496 0.34 -0.30 -0.02
N 4.219483 -0.686889 -0.588821 -1.66 -0.65 0.03
H 3.639833 -0.642900 -1.442297 0.10 -0.65 0.61
H 4.568832 0.253898 -0.602564 0.27 0.48 0.93
H 3.567125 -0.881505 0.233760 1.30 0.81 -1.58
N -0.997239 0.657793 1.306557 -2.88 3.00 -1.21
H -1.054650 1.662790 1.525615 0.51 -0.32 -0.69
H -0.091799 0.390495 1.433679 2.71 -1.23 0.90
H -1.661586 0.354530 1.968063 -0.26 -1.51 0.86
```
Forces are in eV/Å.

Values from the calculation:
E ... -282.72876 Ha
Maximum force ... 4.33 eV/A
Gap between HOMO and LUMO ... 10.342 eV
LUMO ... 0.455 eV
Relative energy (zero: lowest compared OMol25 entry of this formula, charge and spin) ... 0.704 eV
Charge ... 0
HOMO energy ... -9.89 eV
SMILES ... N.N.N.N.N

***

Formula: H15NO6
Source: the Open Molecules 2025 dataset
Level of theory: ωB97M-V/def2-TZVPD

Structure (XYZ):
```
22
Properties=species:S:1:pos:R:3:forces:R:3
N -1.206577 4.000818 -0.996418 0.12 -0.69 -0.32
H -1.854844 4.447196 -0.362459 0.17 0.29 0.00
H -0.710684 4.672301 -1.568205 -0.10 0.31 0.27
H -1.774423 3.472987 -1.650415 -0.03 -0.12 0.06
H 1.460365 2.266694 0.506040 0.07 -0.21 0.24
H 0.135236 2.406769 -0.176350 -0.59 0.18 -0.09
O 0.620311 1.805302 0.405721 0.48 0.16 -0.14
H 0.488136 -1.043205 2.315219 0.52 -0.34 0.18
H 0.356825 -1.980174 3.433069 0.35 -0.14 0.30
O 1.067411 -1.569992 2.922228 -0.87 0.06 -0.34
H 1.330769 -0.220510 -0.641719 0.08 0.11 -0.09
H 1.420338 -1.710661 -0.999152 0.18 0.09 0.04
O 1.208506 -0.839222 -1.371131 -0.35 -0.14 0.08
H -2.198290 -2.281885 -1.936660 0.04 0.04 -0.03
H -1.658293 -0.903367 -2.316601 0.08 -0.09 0.02
O -2.476391 -1.396920 -2.191404 0.00 0.05 0.02
H 1.311134 -2.982812 1.119708 0.23 0.35 0.18
H 2.190522 -3.990438 0.406231 0.10 0.02 -0.17
O 1.891751 -3.077901 0.350268 -0.29 -0.24 0.08
H -0.255241 0.327637 1.181287 -0.31 0.19 -0.21
H -0.576605 -0.904438 0.357438 -0.15 0.04 -0.04
O -0.769957 -0.498177 1.213305 0.27 0.08 -0.03
```
Forces are in eV/Å.

Values from the calculation:
E ... -515.20090 Ha
Maximum force ... 0.94 eV/A
Gap between HOMO and LUMO ... 11.488 eV
LUMO ... 0.432 eV
Relative energy (zero: lowest compared OMol25 entry of this formula, charge and spin) ... 0.506 eV
Charge ... 0
HOMO energy ... -11.06 eV
SMILES ... N.O.O.O.O.O.O

***

Formula: H15O7
Source: the Open Molecules 2025 dataset
Level of theory: ωB97M-V/def2-TZVPD

Structure (XYZ):
```
22
Properties=species:S:1:pos:R:3:forces:R:3
O -47.566007 6.897298 -15.027304 -1.16 1.25 -0.64
H -48.628063 6.693104 -15.174436 2.43 0.84 0.21
H -47.142679 7.720896 -15.592285 -1.48 -1.60 1.41
H -47.357409 7.017411 -14.033532 -0.16 -0.45 -1.02
O -48.158872 7.592602 -17.856212 -4.77 5.39 1.78
H -48.147367 6.784938 -18.230811 0.34 -4.55 -2.16
H -49.221255 7.851254 -17.974226 4.43 -0.85 0.39
O -48.707974 4.414729 -13.647628 1.88 2.56 4.33
H -49.277224 4.357122 -12.851631 0.85 0.15 -0.26
H -49.221853 4.004303 -14.237890 -2.77 -2.68 -4.07
O -50.340721 6.501955 -15.388965 -2.08 -0.68 1.78
H -50.941593 6.960273 -16.046021 0.75 -0.94 1.47
H -50.909309 6.102868 -14.575052 1.83 1.65 -3.17
O -46.301747 6.660413 -12.580950 -3.90 -5.04 -0.21
H -45.620471 6.012554 -12.639344 0.89 -0.55 -0.08
H -45.985033 7.471163 -12.587328 2.92 5.94 0.19
O -46.638537 9.381187 -15.641517 -2.62 1.42 0.27
H -47.400154 10.053712 -15.670094 1.14 -1.85 0.33
H -45.982919 9.956700 -16.001597 1.48 0.09 -0.57
O -48.395664 8.794870 -12.740104 -1.01 1.68 -7.73
H -48.228054 8.564560 -11.922991 0.52 -1.40 6.76
H -49.200881 9.303673 -12.922149 0.50 -0.39 0.99
```
Forces are in eV/Å.

Values from the calculation:
E ... -535.35969 Ha
Maximum force ... 7.97 eV/A
Gap between HOMO and LUMO ... 11.762 eV
LUMO ... -3.249 eV
Relative energy (zero: lowest compared OMol25 entry of this formula, charge and spin) ... 3.461 eV
Charge ... +1
HOMO energy ... -15.01 eV

***

Formula: H16LiO8
Source: the Open Molecules 2025 dataset
Level of theory: ωB97M-V/def2-TZVPD

Structure (XYZ):
```
25
Properties=species:S:1:pos:R:3:forces:R:3
Li 0.192120 -0.167720 -0.301640 0.17 -0.18 -0.21
O 1.125120 1.689280 -1.199640 0.32 -1.75 -2.05
H 1.842120 1.673280 -1.885640 -0.98 0.21 1.07
H 1.342120 2.348280 -0.580640 0.64 1.56 1.24
O -0.620880 -2.069720 0.311360 -0.20 0.63 -0.64
H 0.100120 -2.684720 0.227360 0.37 -0.54 -0.18
H -0.639880 -1.849720 1.234360 -0.19 -0.03 0.95
O -1.378880 0.217280 -1.633640 0.24 0.01 0.21
H -1.306880 1.138280 -1.909640 -0.07 -0.05 -0.18
H -1.403880 -0.319720 -2.429640 -0.09 0.00 -0.15
O -3.078880 -0.391720 0.619360 1.60 1.05 1.16
H -2.438880 -0.751720 0.012360 -0.01 -0.34 -0.65
H -3.917880 -0.722720 0.404360 -1.74 -0.77 -0.44
O 1.881120 -0.382720 0.942360 1.88 -1.02 -0.91
H 2.416120 -1.170720 1.211360 -0.99 0.70 0.15
H 2.573120 0.045280 0.386360 -0.83 0.15 0.51
O 1.127120 -1.304720 -2.012640 0.01 -0.24 0.88
H 1.775120 -2.001720 -2.110640 0.24 -0.42 0.25
H 1.139120 -0.914720 -2.868640 -0.19 0.70 -1.16
O -0.763880 0.892280 1.223360 -0.92 -0.57 -0.38
H -1.560880 0.419280 1.526360 0.16 -0.43 0.38
H -1.253880 1.549280 0.731360 0.15 0.92 -0.39
O 1.329120 1.745280 2.668360 0.13 -0.56 -2.00
H 0.774120 1.740280 3.420360 -0.73 0.28 1.51
H 0.748120 1.274280 2.013360 1.02 0.71 1.05
```
Forces are in eV/Å.

Values from the calculation:
E ... -618.92224 Ha
Maximum force ... 2.72 eV/A
Gap between HOMO and LUMO ... 9.959 eV
LUMO ... -3.458 eV
Relative energy (zero: lowest compared OMol25 entry of this formula, charge and spin) ... 0.335 eV
Charge ... +1
HOMO energy ... -13.42 eV

***

Formula: H16NO11
Source: the Open Molecules 2025 dataset
Level of theory: ωB97M-V/def2-TZVPD

Structure (XYZ):
```
28
Properties=species:S:1:pos:R:3:forces:R:3
N -0.138821 -0.439429 -0.190964 1.71 -0.68 3.31
O 0.943179 -0.485429 0.579036 -2.60 0.13 -2.94
O -1.246821 -0.395429 0.423036 1.87 0.04 -2.76
O -0.018821 -0.464429 -1.450964 -0.92 0.04 2.16
O 3.673179 0.109571 -0.469964 1.57 -0.19 0.66
H 2.912179 -0.466429 -0.573964 -0.13 -0.27 0.30
H 4.382179 -0.381429 0.023036 -1.38 0.48 -0.83
O -2.536821 -0.171429 -2.763964 -8.00 3.06 -2.97
H -3.100821 0.127571 -2.000964 0.19 -0.16 -1.40
H -1.880821 -0.422429 -2.287964 7.69 -2.84 4.34
O 0.914179 2.468571 0.795036 -2.58 9.26 5.54
H 0.912179 1.641571 0.623036 0.43 -9.26 -2.09
H 0.323179 2.475571 1.695036 2.28 0.13 -3.35
O 2.173179 0.169571 3.038036 0.37 -0.42 -1.53
H 1.666179 -0.364429 2.339036 1.17 1.37 1.15
H 2.946179 0.598571 2.570036 -1.60 -0.84 0.46
O 0.984179 1.771571 -2.469964 -0.04 1.45 -0.64
H 0.300179 2.468571 -2.323964 0.78 -1.43 0.28
H 0.849179 0.985571 -1.928964 -0.51 0.47 -0.01
O -2.412821 -1.648429 2.403036 -1.88 -4.47 -2.57
H -1.889821 -1.082429 1.920036 2.48 1.05 -2.95
H -2.395821 -1.161429 3.129036 -0.48 2.71 6.08
O 1.173179 -2.558429 -2.732964 3.03 5.37 2.12
H 0.859179 -1.622429 -2.260964 1.30 -3.38 -1.63
H 0.386179 -2.965429 -2.825964 -4.14 -2.33 -0.59
O -3.276821 0.998571 1.425036 -1.71 0.39 0.72
H -3.927821 0.431571 1.868036 -0.32 0.54 -0.21
H -2.571821 0.382571 1.451036 1.44 -0.23 -0.63
```
Forces are in eV/Å.

Values from the calculation:
E ... -891.87461 Ha
Maximum force ... 11.10 eV/A
Gap between HOMO and LUMO ... 10.637 eV
LUMO ... 3.002 eV
Relative energy (zero: lowest compared OMol25 entry of this formula, charge and spin) ... 3.454 eV
Charge ... -1
HOMO energy ... -7.63 eV

***

Formula: H16NO6
Source: the Open Molecules 2025 dataset
Level of theory: ωB97M-V/def2-TZVPD

Structure (XYZ):
```
23
Properties=species:S:1:pos:R:3:forces:R:3
N 9.709000 38.080000 36.418000 -0.96 3.31 -0.95
H 10.612000 38.406000 36.100000 1.01 0.61 0.90
H 9.714000 37.224000 36.809000 0.69 -4.10 1.58
H 9.264000 37.992000 35.522000 -1.29 0.09 -0.35
H 9.175000 38.634000 37.126000 0.80 0.41 -1.11
O 9.724000 41.259000 37.388000 2.83 -0.24 1.28
H 9.627000 42.174000 37.589000 -1.70 1.65 -0.18
H 10.640000 41.312000 37.821000 -1.26 -1.47 -0.94
O 13.221000 38.776000 37.044000 -3.89 -3.00 -1.63
H 13.944000 39.273000 37.172000 4.13 3.02 1.18
H 13.382000 38.435000 36.146000 -0.37 -0.10 0.43
O 11.731000 36.709000 34.571000 -4.28 -2.52 7.80
H 11.873000 36.747000 33.732000 2.21 1.05 -8.55
H 10.964000 36.023000 34.508000 1.97 1.51 0.80
O 10.437000 37.330000 39.525000 0.71 -0.62 -0.07
H 10.681000 36.401000 39.576000 -1.02 -0.84 -0.27
H 11.309000 37.575000 39.843000 0.25 1.45 0.12
O 7.246000 36.144000 36.183000 -0.19 -2.87 -0.34
H 7.115000 36.083000 37.188000 -0.06 -0.72 -2.44
H 7.094000 35.196000 35.657000 0.41 3.67 2.85
O 10.927000 40.648000 34.982000 9.00 -1.74 -6.24
H 10.371000 41.040000 35.489000 -5.76 4.33 5.45
H 11.722000 41.362000 34.804000 -3.23 -2.86 0.69
```
Forces are in eV/Å.

Values from the calculation:
E ... -515.46650 Ha
Maximum force ... 11.09 eV/A
Gap between HOMO and LUMO ... 11.429 eV
LUMO ... -3.083 eV
Relative energy (zero: lowest compared OMol25 entry of this formula, charge and spin) ... 4.413 eV
Charge ... +1
HOMO energy ... -14.51 eV